{"formula": "C2H9NO3Si", "method": "ωB97M-V/def2-TZVPD", "species": ["C", "N", "O", "Si", "C", "O", "O", "H", "H", "H", "H", "H", "H", "H", "H", "H"], "coordinates": [[1.881, -1.203, -0.026], [2.201, 0.283, 0.043], [1.040, 1.071, -0.338], [-0.895, 1.040, 0.096], [-1.858, -0.650, -0.004], [-1.457, 2.106, -0.904], [-1.276, 1.497, 1.647], [0.971, -1.429, 0.472], [1.770, -1.497, -1.096], [2.822, -1.623, 0.362], [2.794, 0.380, -0.848], [-1.050, -1.482, -0.045], [-2.407, -0.887, 0.923], [-2.515, -0.782, -0.899], [-0.927, 2.221, -1.703], [-1.093, 0.954, 2.320]], "smiles": "CNO[Si](C)(O)O", "gap_ev": 9.19, "homo_ev": -8.664, "e_above_lowest_kcal_mol": 73.3, "e_lumo_ev": 0.5}